C4H7NO in the gas phase. Source: OMol25; level of theory: ωB97M-V/def2-TZVPD.

Its energy above the lowest of the compared OMol25 structures with the same formula, charge and spin is 4.564 eV. The value obtained for the total energy is -7795.080 eV. As for the max |F|: 0.44 eV/A. Its spin multiplicity is 1. The HOMO energy is -7.6 eV. As for the gap between HOMO and LUMO: 8.2170 eV. As for the LUMO energy: 0.593 eV.

Element x y z (Å)
1 O -0.197 -0.957 0.411
2 N 0.075 1.260 -0.077
3 C 2.058 -0.195 0.120
4 C -1.207 1.503 -0.243
5 C 0.601 0.105 0.093
6 C -1.474 -0.903 -0.097
7 H -2.165 -1.435 0.555
8 H 2.627 0.735 0.102
9 H -1.631 2.182 0.508
10 H 2.343 -0.808 -0.742
11 H 2.303 -0.763 1.024
12 H -1.815 0.491 -0.510
13 H -1.518 -1.216 -1.145

Atomic partial charges in e from the natural (NBO) method, atoms 1 to 2:
1 O -0.4660
2 N -0.4385